Record 1
# C10H28BrFN3O6P

A 7-piece molecular cluster, C10H28BrFN3O6P overall (wB97M-V/def2-TZVPD, OMol25).

Geometry as XYZ:
```
50
Properties=species:S:1:pos:R:3:forces:R:3:mulliken_charge:R:1
Br 0.188 -1.920 2.237 -0.02 0.03 0.14 -0.0461
P -2.454 -1.327 0.271 -0.38 0.01 -0.18 0.2124
F 1.262 0.171 0.951 0.07 0.06 -0.08 -0.1711
O 3.812 2.928 0.254 0.07 -0.08 -0.05 -0.4198
O -3.267 1.089 -2.946 0.06 0.08 0.07 -0.4692
O 0.310 4.912 1.547 0.07 -0.04 -0.04 -0.5348
O 1.666 -0.636 5.340 0.02 -0.09 -0.03 -0.4605
O 5.251 -2.247 -2.906 -0.03 -0.01 -0.02 -0.4986
O -5.678 -2.826 -1.893 0.06 -0.10 -0.17 -0.4589
N -3.587 -0.839 -0.665 0.21 -0.10 -0.09 -0.7454
N 1.496 -2.309 -1.215 -0.01 0.02 -0.01 -0.3377
N -1.450 1.975 1.381 -0.01 0.03 -0.04 -0.4315
C -6.782 -3.711 -1.741 0.01 0.02 0.05 -0.5541
C 1.200 3.982 2.154 -0.22 0.05 0.01 -0.3328
C -0.934 -0.246 0.133 0.21 -0.17 0.13 0.2486
C 0.400 -0.834 0.641 -0.15 0.08 -0.05 0.7409
C -3.924 2.340 -3.046 0.03 -0.03 -0.01 -0.5445
C 1.019 -1.668 -0.392 0.06 -0.17 -0.09 -0.0543
C -1.217 1.003 0.819 -0.04 0.17 0.06 -0.3306
C 5.054 3.604 0.104 -0.04 0.01 0.02 -0.5678
C 2.857 -1.306 5.726 -0.02 0.02 0.00 -0.4975
C 4.412 -3.224 -3.506 -0.01 0.01 0.03 -0.4942
H 3.617 2.473 -0.568 -0.01 0.01 -0.02 0.2601
H 5.015 -3.760 -4.236 0.01 0.01 0.00 0.2464
H 2.763 -1.530 6.786 0.01 -0.01 0.00 0.2207
H -1.952 -2.626 0.097 0.18 -0.05 0.05 0.1165
H 3.562 -2.768 -4.021 0.00 -0.01 -0.01 0.2276
H 1.617 3.287 1.425 0.06 -0.02 0.01 0.0459
H 3.742 -0.681 5.579 0.00 0.01 0.01 0.2550
H 2.994 -2.246 5.183 0.00 -0.01 0.00 0.2283
H 5.017 4.349 -0.694 0.00 0.01 0.01 0.2743
H 0.695 3.423 2.947 0.08 -0.02 0.03 0.2566
H -3.469 0.702 -2.082 -0.04 -0.19 0.04 0.4154
H -3.887 -1.559 -1.316 -0.31 0.16 0.04 0.2327
H 5.876 2.910 -0.093 0.00 0.00 0.01 0.2486
H -0.421 4.408 1.176 -0.06 -0.01 0.05 0.2994
H -7.678 -3.323 -2.230 0.00 0.01 0.01 0.2426
H 1.731 -0.423 4.405 -0.01 0.08 -0.01 0.2514
H -5.501 -2.736 -2.834 -0.02 0.05 -0.02 0.2693
H 4.034 -3.938 -2.770 -0.01 -0.02 -0.02 0.2281
H 2.017 4.555 2.589 0.01 0.00 0.00 0.2670
H -6.564 -4.706 -2.136 0.01 0.00 0.01 0.2544
H 4.730 -1.770 -2.256 0.00 0.01 0.03 0.2858
H -6.976 -3.793 -0.675 -0.01 -0.01 0.00 0.2181
H -0.854 -0.058 -0.941 0.04 0.11 0.00 0.3841
H -3.687 2.753 -4.025 -0.01 0.02 0.00 0.2152
H -5.010 2.238 -2.967 0.00 0.00 -0.01 0.2512
H 5.248 4.114 1.045 0.01 0.01 0.00 0.2058
H -3.584 3.046 -2.282 0.00 0.01 0.00 0.2394
H -2.708 -1.249 1.644 0.13 0.03 0.10 0.1078
```
Positions in Å, forces in eV/Å.

Calculated values
SMILES string: N#C[C@H]([PH2]=N)[C@@](F)(Br)C#N.CO.CO.CO.CO.CO.CO
orbital gap: 9.16 eV
F_max: 0.4 eV Å⁻¹
spin multiplicity: 1

Record 2
# C14H31BCl3N2O2

A 2-piece molecular cluster, C14H31BCl3N2O2 overall in a non-equilibrium geometry (wB97M-V/def2-TZVPD, OMol25).

Geometry as XYZ:
```
53
Properties=species:S:1:pos:R:3:forces:R:3:mulliken_charge:R:1
Cl 2.257 -0.520 -4.793 0.01 0.00 -0.07 -0.1093
Cl 4.322 -1.847 -3.243 -0.01 -0.01 0.03 -0.1381
Cl 4.469 -1.830 -6.145 -0.01 0.00 0.02 -0.1157
O 2.809 0.104 2.926 -1.05 -0.48 0.35 -0.5676
O 2.335 2.349 3.533 0.06 -0.20 -0.36 -0.5291
N -2.965 0.546 3.946 0.49 -0.12 0.29 -0.6364
N -1.301 -0.683 2.620 0.67 -0.66 0.63 -0.1529
C -2.437 -1.207 -4.656 0.22 -0.25 0.22 -0.4065
C -2.761 -2.698 -4.640 -0.10 0.01 -0.05 -1.1693
C 0.408 -1.230 -1.885 -0.46 -0.07 -0.02 -0.2650
C 0.181 -1.530 -0.387 0.27 0.37 -0.44 -0.7477
C 3.402 -1.865 -4.751 0.05 0.02 -0.03 0.1017
C 2.201 3.570 2.789 -0.11 0.48 0.26 -0.0746
C -1.771 0.645 3.167 -0.61 0.41 -0.20 -0.1029
C -0.218 -0.274 0.397 0.09 -0.96 0.25 -1.2223
C 1.602 4.677 3.654 -0.01 -0.19 -0.07 -1.1844
C -1.337 -0.730 -3.670 -0.36 0.04 -0.21 -0.3126
C -0.453 1.111 3.753 0.32 -0.43 -0.72 -1.3488
C 0.037 -0.381 1.915 -0.65 0.83 -1.26 0.1506
C 0.448 0.994 2.482 -0.35 -0.35 0.98 0.1937
C -0.670 -1.812 -2.827 0.41 0.39 -0.20 -0.2951
B 1.944 1.169 2.972 0.44 0.40 -0.27 0.6121
H 0.057 1.782 1.842 0.35 0.04 -0.36 0.1971
H -3.548 -2.896 -5.365 -0.04 -0.07 -0.04 0.3958
H 3.197 3.852 2.457 0.12 -0.10 0.02 0.4340
H 1.114 -1.912 0.027 -0.03 -0.14 0.16 0.5292
H -0.570 -0.212 -4.244 0.13 0.05 0.06 0.0340
H -3.357 -0.668 -4.440 -0.05 0.13 -0.14 0.2760
H -1.908 -3.316 -4.913 0.08 -0.02 -0.01 0.2830
H -1.087 -1.253 3.441 -0.14 -0.15 -0.05 0.4071
H -3.467 1.420 3.878 -0.27 -0.08 -0.13 0.3160
H 0.609 4.966 3.320 -0.08 0.01 -0.01 0.3083
H -1.963 -1.233 2.074 -0.16 0.35 -0.24 0.3520
H -0.181 -2.507 -3.509 -0.16 -0.28 0.06 0.1683
H -0.125 0.340 4.456 -0.02 0.34 0.52 0.3809
H 0.715 -1.205 2.109 0.15 0.08 0.36 0.4746
H -0.471 2.094 4.205 -0.04 0.07 0.06 0.3882
H 0.356 0.562 0.008 -0.07 0.18 0.02 0.4095
H -1.772 0.026 -3.011 0.05 0.02 0.14 0.2200
H -2.013 1.219 2.274 0.04 0.15 0.00 0.3684
H -1.285 -0.096 0.241 0.00 0.45 -0.17 0.2577
H -3.125 -3.040 -3.672 -0.02 0.00 0.08 0.2874
H -1.426 -2.350 -2.259 0.01 -0.18 0.02 0.2640
H 3.200 -0.089 3.779 0.78 0.13 0.04 0.3113
H -2.130 -0.955 -5.669 -0.10 0.15 -0.07 0.2934
H 1.604 3.423 1.888 -0.06 -0.17 -0.03 0.1904
H -0.587 -2.299 -0.315 0.05 -0.17 0.28 0.3125
H 1.390 -1.585 -2.183 0.07 -0.08 0.04 -0.2023
H 2.233 5.560 3.639 -0.01 0.10 0.06 0.3373
H 2.835 -2.786 -4.782 -0.02 -0.01 0.00 0.2631
H 0.434 -0.150 -2.046 0.09 0.09 0.10 0.4946
H -2.755 0.427 4.932 -0.04 -0.17 0.02 0.2760
H 1.526 4.320 4.678 0.06 0.07 0.11 0.2929
```
Positions in Å, forces in eV/Å.

Calculated values
orbital gap: 10.14 eV
F_max: 1.6 eV Å⁻¹
total charge: +1
spin multiplicity: 1

Record 3
# C5H2N2

The molecule C5H2N2 in a non-equilibrium geometry (wB97M-V/def2-TZVPD, OMol25).

Geometry as XYZ:
```
9
Properties=species:S:1:pos:R:3:forces:R:3:mulliken_charge:R:1
N 1.570 2.297 0.182 0.66 1.16 -0.09 -0.3277
N 1.477 -2.193 -0.062 0.24 0.34 0.20 -0.3596
C -1.278 0.032 0.636 1.20 -0.45 5.52 -0.3996
C 0.992 1.336 -0.021 -0.89 -0.62 0.65 0.2061
C 0.291 0.105 -0.074 -1.84 -1.83 0.07 0.3459
C -1.108 -0.154 -0.655 0.12 0.50 -7.61 -0.4087
C 1.070 -1.115 -0.006 -0.67 -0.14 -0.59 0.2020
H -1.483 -0.717 -1.625 1.23 0.48 2.79 0.3098
H -1.530 0.409 1.625 -0.05 0.56 -0.94 0.4318
```
Positions in Å, forces in eV/Å.

Calculated values
orbital gap (alpha / beta): 7.42 / 7.10 eV
F_max: 7.6 eV Å⁻¹
spin multiplicity: 3

Record 4
# C11H18N4O4

The molecule C11H18N4O4 in a non-equilibrium geometry (wB97M-V/def2-TZVPD, OMol25).

Geometry as XYZ:
```
37
Properties=species:S:1:pos:R:3:forces:R:3:mulliken_charge:R:1
O -3.594 0.609 1.383 -0.02 -0.01 0.13 -0.4172
O 0.648 -2.407 -0.545 -0.04 -0.14 -0.12 -0.7007
O -0.212 0.956 -3.349 -0.02 -0.07 -0.40 -0.6242
O 0.391 -2.372 1.593 0.04 -0.06 0.06 -0.6639
N 1.805 0.167 -0.386 0.04 -0.36 0.38 0.2418
N -1.147 -0.188 0.065 -0.18 0.05 -0.16 0.6724
N 2.647 1.043 1.466 0.28 0.54 0.03 -0.7351
N 0.789 -1.885 0.551 -0.06 -0.70 0.19 1.2818
C -1.184 -0.033 -1.380 -0.07 0.29 -0.04 -1.0675
C 1.361 0.072 -1.749 -0.42 0.25 -0.73 -1.1209
C -2.128 -1.148 0.562 -0.30 0.09 0.11 -0.8491
C 2.489 1.199 0.167 0.02 -0.10 0.12 0.9312
C 2.036 -0.108 1.791 -0.49 -0.72 -0.52 -0.4834
C -1.261 1.034 0.851 -0.30 0.11 0.03 -0.8465
C 1.498 -0.682 0.655 0.90 1.07 0.80 -0.0107
C -0.006 0.758 -1.973 0.10 -0.25 0.45 0.3265
C -2.696 1.576 0.891 0.35 0.13 -0.04 -0.7348
C -3.547 -0.573 0.611 0.16 -0.27 -0.13 -0.5494
C 3.023 2.346 -0.602 -0.02 -0.03 -0.14 -1.3746
H -3.005 1.900 -0.116 -0.01 0.01 0.08 0.3236
H -2.105 0.454 -1.741 0.08 -0.06 -0.07 0.2187
H 2.022 -0.484 2.793 -0.08 -0.16 0.17 0.5106
H 2.096 0.566 -2.392 -0.08 -0.04 0.10 0.4501
H -3.911 -0.367 -0.408 -0.03 -0.02 0.08 0.3102
H 3.765 2.011 -1.326 0.05 0.05 -0.08 0.3264
H 1.289 -0.982 -2.025 0.11 0.26 -0.01 0.4565
H 2.231 2.866 -1.139 -0.01 0.09 -0.08 0.2905
H -0.950 0.782 1.870 0.02 0.10 0.00 0.3547
H 0.024 1.769 -1.552 0.04 -0.12 0.03 0.0594
H -4.226 -1.277 1.093 0.01 -0.02 -0.10 0.3942
H -2.762 2.427 1.571 0.03 0.03 -0.10 0.4034
H -1.822 -1.423 1.576 -0.10 -0.05 -0.07 0.3816
H -2.105 -2.043 -0.062 0.03 -0.05 0.03 0.4240
H 3.495 3.033 0.094 -0.01 0.01 0.02 0.3800
H -0.585 1.797 0.466 0.05 0.04 0.06 0.4131
H -1.152 -1.045 -1.800 -0.04 0.06 -0.06 0.6174
H -0.317 0.098 -3.778 -0.03 0.04 0.00 0.4101
```
Positions in Å, forces in eV/Å.

Calculated values
SMILES string: Cc1ncc([N+](=O)[O-])n1C[C@@H](O)CN1CCOCC1
orbital gap: 8.19 eV
F_max: 1.6 eV Å⁻¹
spin multiplicity: 1

Record 5
# C4H8O2

The molecule C4H8O2 in a non-equilibrium geometry (wB97M-V/def2-TZVPD, OMol25).

Geometry as XYZ:
```
14
Properties=species:S:1:pos:R:3:forces:R:3:mulliken_charge:R:1
O 0.171 1.307 1.147 0.05 0.02 0.16 -0.5643
O 1.737 -0.698 0.478 -0.37 -0.79 -0.05 -0.6097
C -0.932 -0.793 0.274 -0.57 0.36 -0.16 -0.8335
C 1.295 0.142 -0.580 -0.43 0.11 -0.28 -0.4853
C -0.031 0.531 0.027 -0.38 -0.87 -0.07 0.6021
C -1.366 0.420 -0.528 -0.46 0.24 -0.29 -0.6934
H 1.181 -0.399 -1.527 0.01 0.00 0.06 0.2485
H -0.911 -1.729 -0.299 0.49 0.45 0.18 0.3658
H -1.421 0.237 -1.592 -0.21 0.19 -0.03 0.2381
H 1.966 1.000 -0.743 -0.20 -0.28 0.26 0.3116
H -1.370 -0.900 1.264 0.12 0.20 -0.17 0.2990
H 1.004 0.935 1.499 -0.33 0.33 0.24 0.4102
H 0.781 -1.049 0.659 2.34 -0.18 0.34 0.4347
H -2.142 1.024 -0.085 -0.05 0.24 -0.19 0.2763
```
Positions in Å, forces in eV/Å.

Calculated values
SMILES string: OCC1(O)CC1
orbital gap: 10.55 eV
F_max: 2.4 eV Å⁻¹
spin multiplicity: 1

Record 6
# C20H34N6O2

The molecule C20H34N6O2 (wB97M-V/def2-TZVPD, OMol25).

Geometry as XYZ:
```
62
Properties=species:S:1:pos:R:3:forces:R:3:mulliken_charge:R:1
O -0.208 3.277 4.211 0.00 -0.01 -0.01 -0.6881
O 1.800 2.111 -1.854 0.00 -0.01 -0.01 -0.6110
N 0.780 1.373 -5.813 0.00 0.02 0.01 -0.8484
N -0.227 1.216 -1.407 0.00 0.01 0.01 -0.1721
N 1.019 2.466 2.507 0.00 -0.07 0.09 0.2665
N 1.125 1.915 -4.695 0.00 -0.02 0.00 -0.3633
N 0.069 -2.692 -5.538 0.01 -0.01 0.01 0.2030
N -0.010 0.323 -5.539 0.01 0.00 -0.01 0.8037
C 0.878 0.669 0.719 -0.12 -0.05 0.14 -0.7082
C 1.693 1.370 1.818 0.07 0.11 -0.16 -0.9683
C 0.783 1.575 -2.251 -0.02 0.02 0.04 0.2705
C -1.018 -2.568 6.524 -0.01 0.00 0.00 -1.5520
C -1.472 0.794 4.639 0.01 0.03 -0.02 -0.9982
C -0.460 -0.537 -6.618 -0.02 -0.01 0.02 -0.8515
C -1.528 1.490 0.620 0.01 0.00 -0.02 -1.7025
C -1.165 -3.438 -5.713 0.00 0.01 0.00 -1.1021
C 1.178 -3.594 -5.273 0.00 0.00 0.00 -1.0934
C 0.939 0.532 5.207 0.02 -0.03 -0.03 -0.9078
C 0.240 2.311 3.611 -0.02 0.00 0.00 -0.2758
C -1.777 -0.648 5.025 0.00 0.00 0.00 -0.6957
C -0.050 0.899 4.095 -0.02 0.03 0.01 1.1701
C -0.672 -1.284 5.829 -0.01 0.01 -0.01 0.9273
C 0.343 -1.829 -6.675 -0.02 -0.01 0.00 -0.7485
C 0.556 1.219 -3.675 -0.01 0.00 -0.05 -0.0541
C 1.333 3.833 2.111 0.01 -0.01 0.01 -1.2096
C -0.140 1.573 0.006 0.08 0.02 -0.09 0.7137
C 0.535 -0.732 5.913 0.02 0.01 0.02 -0.7320
C -0.176 0.189 -4.212 0.02 0.00 0.01 0.0887
H -0.732 -0.625 -3.783 0.00 0.00 0.00 0.4225
H -2.707 -0.694 5.599 0.00 0.00 0.00 0.4845
H -1.377 -3.311 5.807 0.00 0.00 0.00 0.3196
H -1.910 0.467 0.566 0.00 0.00 0.01 0.3998
H 0.056 0.180 3.278 0.01 -0.01 0.00 0.0235
H 2.043 4.293 2.802 -0.01 0.00 0.01 0.3086
H -2.005 -2.763 -5.874 0.00 0.00 0.00 0.2763
H 1.764 3.824 1.112 0.00 0.00 0.00 0.4601
H -1.499 1.787 1.667 -0.01 0.00 0.00 0.3001
H -0.160 -2.985 7.049 0.00 0.00 0.00 0.3621
H -2.194 1.154 3.902 0.00 -0.01 0.00 0.3508
H 1.947 0.413 4.797 0.00 0.01 0.01 0.3445
H -1.373 -4.020 -4.816 0.00 0.00 0.00 0.3506
H -1.824 -2.412 7.245 0.00 0.00 0.00 0.3088
H 2.084 -3.020 -5.080 0.00 0.00 0.00 0.3320
H -1.115 -4.130 -6.570 0.00 0.00 0.00 0.3728
H 0.211 2.606 0.052 0.00 0.00 0.01 -0.0055
H 0.136 -2.336 -7.632 0.00 0.00 0.00 0.3837
H -2.226 2.152 0.104 0.00 0.00 0.00 0.4802
H -1.132 1.023 -1.800 0.00 -0.01 0.00 0.3812
H 1.586 0.285 -0.015 -0.01 -0.01 0.00 0.5020
H -1.559 1.452 5.505 0.00 -0.01 0.01 0.2981
H 0.997 1.364 5.916 -0.01 0.00 0.01 0.3825
H 0.428 4.437 2.114 0.00 0.01 -0.01 0.3324
H 1.372 -4.282 -6.112 0.00 0.00 0.00 0.3598
H -0.329 0.036 -7.534 0.01 0.01 0.00 0.3415
H 0.958 -4.194 -4.390 0.00 0.00 0.00 0.3326
H -1.955 -1.253 4.127 0.00 0.00 0.00 0.3510
H 2.581 1.804 1.358 0.00 0.00 0.00 0.6569
H 2.051 0.635 2.539 0.00 0.00 0.00 0.1827
H -1.524 -0.733 -6.486 0.00 0.00 -0.01 0.3626
H 1.293 -1.213 6.524 -0.01 -0.01 0.00 0.2984
H 1.402 -1.565 -6.671 0.00 0.00 0.00 0.4782
H 0.342 -0.193 1.128 0.01 -0.01 0.00 0.3045
```
Positions in Å, forces in eV/Å.

Calculated values
SMILES string: CC1=CC[C@H](C(=O)N(C)CC[C@H](C)NC(=O)c2cn(CCN(C)C)nn2)CC1
orbital gap: 9.37 eV
F_max: 0.2 eV Å⁻¹
spin multiplicity: 1